# 1
71
Properties=species:S:1:pos:R:3 method="wB97M-V/def2-TZVPD" de_lowest_kj_mol=274.0 energy_ha=-3135.04207 charge=+3 orbital_gap_ev=7.393
Pd 0.802 0.114 -0.733
O -1.770 1.284 -0.088
N -1.094 0.722 -1.174
C -1.755 0.930 -2.254
C -1.468 0.489 -3.604
C -2.557 0.498 -4.477
C -2.425 0.022 -5.772
C -1.197 -0.449 -6.207
C -0.097 -0.441 -5.353
C -0.222 0.025 -4.052
P 1.223 0.258 -3.011
C 2.505 -0.845 -3.611
C 3.819 -0.405 -3.778
C 4.800 -1.300 -4.181
C 4.479 -2.632 -4.405
C 3.174 -3.076 -4.224
C 2.189 -2.189 -3.824
C 1.732 1.969 -3.259
C 2.280 2.336 -4.493
C 2.592 3.661 -4.742
C 2.353 4.629 -3.773
C 1.793 4.274 -2.555
C 1.478 2.948 -2.297
H -1.771 0.583 0.578
H -2.703 1.441 -2.106
H -3.514 0.874 -4.136
H -3.275 0.028 -6.439
H -1.081 -0.806 -7.221
H 0.862 -0.778 -5.721
H 4.079 0.633 -3.613
H 5.813 -0.952 -4.336
H 5.244 -3.324 -4.729
H 2.926 -4.113 -4.405
H 1.171 -2.540 -3.699
H 2.455 1.594 -5.262
H 3.016 3.942 -5.696
H 2.597 5.663 -3.974
H 1.594 5.032 -1.809
H 1.024 2.684 -1.349
C -4.047 -5.552 2.967
C -2.591 -5.356 2.933
C -1.810 -5.025 4.127
O -1.914 -5.693 1.904
C -2.387 -2.000 2.118
O -3.187 -2.417 2.840
O -1.582 -1.568 1.397
H -4.196 -6.585 3.316
H -4.511 -5.458 1.986
H -4.527 -4.894 3.687
H -1.735 -5.976 4.677
H -2.330 -4.324 4.774
H -0.799 -4.708 3.886
H -2.464 -6.039 1.174
Cl 2.912 -1.008 -0.452
C 4.446 -0.013 -0.316
Cl 4.965 0.190 1.327
H 4.240 0.936 -0.799
H 5.168 -0.606 -0.866
C 1.513 -0.244 2.798
P 0.898 0.979 1.602
C 2.080 2.356 1.634
C -0.529 1.672 2.492
H 1.585 0.202 3.792
H 2.493 -0.618 2.509
H 0.816 -1.081 2.837
H 2.282 2.640 2.669
H 1.652 3.214 1.116
H 3.020 2.090 1.158
H -0.183 2.033 3.462
H -1.288 0.909 2.673
H -0.976 2.499 1.945



# 2
69
Properties=species:S:1:pos:R:3 method="wB97M-V/def2-TZVPD" de_lowest_kj_mol=431.4 energy_ha=-1892.06709 charge=0 orbital_gap_ev=6.780
C 6.121 -4.050 2.359
C 5.090 -2.979 2.167
C 5.017 -2.302 0.945
C 4.118 -1.252 0.756
C 3.239 -0.889 1.784
S 2.206 0.567 1.625
N 0.712 -0.132 1.288
C -0.381 0.528 1.113
C -1.651 -0.131 1.402
C -2.888 0.544 1.354
C -4.053 -0.101 1.726
C -4.028 -1.468 2.112
N -5.227 -2.176 2.220
C -6.030 -2.412 1.026
C -5.764 -2.662 3.484
C -2.783 -2.132 2.215
C -1.626 -1.479 1.819
O 2.183 1.219 2.908
O 2.617 1.305 0.447
C 3.261 -1.601 2.992
C 4.196 -2.620 3.186
H 6.093 -4.456 3.371
H 5.967 -4.878 1.661
H 7.126 -3.658 2.178
H 5.694 -2.581 0.134
H 4.115 -0.697 -0.178
H -0.418 1.594 0.824
H -2.914 1.589 1.042
H -5.008 0.434 1.785
H -5.476 -2.038 0.158
H -6.219 -3.485 0.860
H -6.999 -1.890 1.056
H -5.074 -2.387 4.291
H -6.747 -2.201 3.695
H -5.883 -3.759 3.474
H -2.771 -3.160 2.576
H -0.667 -1.988 1.855
H 2.563 -1.335 3.785
H 4.246 -3.131 4.151
C 2.051 -1.213 -2.086
C 1.760 -0.241 -3.215
N 1.598 1.144 -2.771
C 2.685 2.058 -3.142
C 2.631 2.535 -4.588
C 0.452 1.460 -2.079
C 0.235 2.820 -1.712
N -1.071 3.308 -1.740
C -2.073 2.579 -1.142
C -3.361 3.067 -1.081
C -3.680 4.276 -1.696
C -2.658 4.982 -2.337
C -1.355 4.529 -2.312
O -0.357 0.533 -1.825
H 2.280 -2.209 -2.480
H 2.918 -0.853 -1.528
H 1.198 -1.286 -1.404
H 2.607 -0.193 -3.913
H 0.846 -0.546 -3.746
H 2.716 2.911 -2.456
H 3.614 1.483 -2.988
H 3.456 3.235 -4.740
H 2.738 1.689 -5.273
H 1.700 3.054 -4.840
H 1.051 3.535 -1.814
H -1.782 1.586 -0.821
H -4.092 2.449 -0.574
H -4.706 4.635 -1.690
H -2.866 5.904 -2.872
H -0.498 5.018 -2.779



# 3
72
Properties=species:S:1:pos:R:3 method="wB97M-V/def2-TZVPD" de_lowest_kj_mol=101.4 energy_ha=-1753.94324 charge=0 orbital_gap_ev=8.736 smiles="O=C=NCOC(=O)CCCC(=O)O.c1cc[nH]c1.c1cc[nH]c1.c1cc[nH]c1.c1cc[nH]c1.c1cc[nH]c1"
O -2.071 -0.088 4.483
C -1.395 0.257 3.606
N -0.603 0.661 2.769
C -0.987 0.827 1.364
O -0.344 1.963 0.822
C 0.760 1.735 0.037
O 0.649 1.422 -1.108
C 2.053 1.960 0.755
C 2.376 3.458 0.893
C 1.477 4.259 1.845
C 1.245 3.684 3.222
O 0.211 3.729 3.806
O 2.352 3.170 3.824
H -2.059 0.991 1.262
H -0.694 -0.074 0.817
H 2.832 1.475 0.163
H 2.033 1.450 1.723
H 3.425 3.568 1.188
H 2.305 3.914 -0.098
H 1.947 5.235 2.012
H 0.498 4.457 1.407
H 2.979 2.839 3.168
N 1.055 -2.297 -3.147
C 0.361 -3.387 -3.623
C -0.927 -3.292 -3.169
C -1.010 -2.101 -2.398
C 0.219 -1.509 -2.404
H 2.021 -2.084 -3.309
H 0.831 -4.133 -4.240
H -1.717 -3.997 -3.365
H -1.874 -1.712 -1.886
H 0.531 -0.595 -1.929
N 2.383 -1.142 3.125
C 2.925 0.007 3.629
C 4.289 -0.128 3.604
C 4.578 -1.410 3.058
C 3.380 -2.011 2.776
H 1.398 -1.311 3.030
H 2.290 0.807 3.967
H 5.001 0.606 3.943
H 5.551 -1.842 2.899
H 3.156 -2.978 2.359
N -3.906 -0.800 0.094
C -3.682 -1.959 0.789
C -4.806 -2.232 1.521
C -5.744 -1.195 1.257
C -5.157 -0.329 0.374
H -3.249 -0.357 -0.522
H -2.744 -2.483 0.704
H -4.940 -3.076 2.176
H -6.732 -1.094 1.674
H -5.515 0.581 -0.075
N -5.905 3.895 0.028
C -5.859 4.532 1.238
C -4.560 4.517 1.670
C -3.791 3.844 0.681
C -4.650 3.474 -0.319
H -6.734 3.755 -0.520
H -6.748 4.939 1.686
H -4.199 4.939 2.593
H -2.731 3.654 0.703
H -4.474 2.951 -1.244
N 3.573 -3.936 -4.759
C 3.784 -5.287 -4.836
C 4.705 -5.508 -5.823
C 5.065 -4.241 -6.361
C 4.350 -3.292 -5.684
H 2.943 -3.494 -4.123
H 3.264 -5.969 -4.186
H 5.081 -6.470 -6.127
H 5.767 -4.052 -7.155
H 4.329 -2.220 -5.781



# 4
70
Properties=species:S:1:pos:R:3 method="wB97M-V/def2-TZVPD" s_squared=0.75 energy_ha=-2789.33302 charge=-2 orbital_gap_ev="2.593 / 2.584" spin_multiplicity=2
C 0.449 -0.647 -3.734
C 0.289 -1.361 -2.334
C -0.018 0.801 -3.563
C -0.785 0.952 -2.211
H -0.695 1.028 -4.389
H 0.831 1.488 -3.643
C -0.888 -0.674 -1.708
H 1.224 -1.195 -1.785
H 0.135 -2.445 -2.447
C -1.528 -1.274 -0.357
H -1.710 -0.963 -2.398
H -1.852 1.145 -2.438
C -0.267 2.205 -1.611
C 1.850 -0.786 -4.304
C -0.368 -1.274 -4.877
O -0.919 -0.630 -5.758
O 2.867 -0.807 -3.621
O 1.869 -0.928 -5.643
O -0.407 -2.609 -4.823
C -1.008 -3.234 -5.965
H -0.890 -4.296 -5.799
H -0.501 -2.942 -6.888
H -2.069 -2.990 -6.044
C 3.185 -1.190 -6.109
H 3.880 -0.399 -5.818
H 3.115 -1.252 -7.188
H 3.543 -2.135 -5.696
O -0.885 -1.731 0.790
H -2.097 -2.185 -0.677
H -2.316 -0.523 -0.071
C -1.150 3.169 -0.936
C 1.169 2.402 -1.356
H 1.557 3.260 -1.940
H 1.774 1.514 -1.561
H 1.320 2.651 -0.292
H -0.836 3.278 0.116
H -2.200 2.857 -0.905
H -1.088 4.169 -1.404
Yb -0.473 -0.469 2.357
C -2.448 -0.209 4.516
C -3.196 -0.403 3.323
C -2.854 -1.681 2.810
H -3.939 0.289 2.911
C -1.874 -2.267 3.667
C -1.614 -1.342 4.717
H -0.915 -1.484 5.543
H -2.562 0.629 5.204
H -3.296 -2.151 1.931
H -1.422 -3.260 3.556
C 2.350 0.173 2.906
C 1.910 -0.856 3.788
C 1.587 -2.004 3.006
H 1.874 -0.800 4.874
C 1.802 -1.669 1.635
C 2.263 -0.315 1.572
H 2.550 0.224 0.669
H 2.758 1.134 3.205
H 1.270 -2.971 3.400
H 1.682 -2.335 0.780
O -0.453 2.004 2.306
C -0.208 2.163 3.535
C -0.096 3.492 4.269
C 0.107 3.089 5.715
C 0.186 1.571 5.673
O 0.382 0.846 6.642
N -0.009 1.132 4.377
H 0.775 4.041 3.892
H -1.010 4.079 4.132
H 1.036 3.493 6.132
H -0.736 3.405 6.341



# 5
73
Properties=species:S:1:pos:R:3 method="wB97M-V/def2-TZVPD" de_lowest_kj_mol=11.9 energy_ha=-2146.19938 charge=+3 orbital_gap_ev=8.856
Al 1.138 -0.865 0.058
C 3.041 -1.559 -1.955
C 3.759 -1.569 -0.611
N 2.811 -1.867 0.508
C 2.539 -3.309 0.752
C 1.497 -3.828 -0.231
N 0.504 -2.763 -0.592
C 0.199 -2.720 -2.064
C 0.666 -1.398 -2.696
N 1.747 -0.815 -1.862
H 2.822 -2.570 -2.289
H 3.684 -1.113 -2.713
H 4.195 -0.592 -0.411
H 4.568 -2.301 -0.632
H 3.224 -1.490 1.358
H 2.175 -3.395 1.773
H 3.454 -3.894 0.663
H 0.985 -4.691 0.190
H 1.978 -4.166 -1.146
H -0.360 -2.991 -0.112
H -0.873 -2.828 -2.219
H 0.681 -3.569 -2.545
H -0.151 -0.679 -2.721
H 1.000 -1.565 -3.720
H 1.904 0.148 -2.147
O 0.727 -0.817 2.087
N 0.138 -2.122 2.264
C -1.120 -2.138 2.478
C -2.098 -1.029 2.511
C -3.033 -1.085 3.546
C -4.101 -0.206 3.588
C -4.285 0.697 2.553
C -3.376 0.748 1.509
C -2.248 -0.075 1.487
P -1.198 0.123 -0.006
C -2.345 -0.300 -1.339
C -2.756 0.583 -2.330
C -3.663 0.157 -3.294
C -4.164 -1.135 -3.266
C -3.768 -2.016 -2.264
C -2.860 -1.602 -1.305
C -0.814 1.892 -0.116
C -0.358 2.368 -1.347
C 0.041 3.685 -1.489
C 0.025 4.536 -0.390
C -0.395 4.062 0.845
C -0.816 2.744 0.985
H 0.118 -0.174 2.502
H -1.492 -3.141 2.676
H -2.929 -1.843 4.313
H -4.810 -0.257 4.403
H -5.144 1.354 2.550
H -3.548 1.443 0.696
H -2.403 1.608 -2.349
H -3.993 0.849 -4.058
H -4.881 -1.452 -4.011
H -4.184 -3.015 -2.225
H -2.595 -2.282 -0.495
H -0.345 1.716 -2.217
H 0.341 4.057 -2.461
H 0.317 5.572 -0.504
H -0.418 4.722 1.702
H -1.142 2.403 1.956
N 3.481 4.326 0.664
C 3.305 3.741 1.846
N 3.707 4.340 2.953
N 2.718 2.546 1.992
C 2.382 1.699 1.124
N 2.000 0.853 0.404
H 3.947 5.216 0.584
H 3.100 3.924 -0.175
H 4.140 5.250 2.952
H 3.603 3.864 3.835



# 6
70
Properties=species:S:1:pos:R:3 method="wB97M-V/def2-TZVPD" s_squared=2.01 de_lowest_kj_mol=27.5 energy_ha=-5374.86963 charge=0 orbital_gap_ev="6.994 / 5.447" spin_multiplicity=3
Ti 1.242 -1.371 -0.488
C -0.795 2.975 -2.724
C -0.225 3.203 -1.521
C -0.990 3.495 -0.269
C -2.289 2.704 -0.097
C -2.181 1.233 -0.427
C -1.982 0.645 -1.609
C -2.555 1.254 -2.857
C -2.239 2.743 -3.012
C 0.842 -3.458 -0.584
H -0.205 3.032 -3.640
H 0.818 3.526 -1.490
H -1.243 4.572 -0.277
H -0.343 3.341 0.610
H -2.572 2.796 0.965
H -3.100 3.207 -0.648
H -2.523 0.617 0.414
H -1.680 -0.407 -1.687
H -3.658 1.137 -2.836
H -2.168 0.716 -3.737
H -2.421 2.989 -4.066
H -2.931 3.357 -2.418
H 1.255 -3.696 -1.584
H -0.190 -3.817 -0.476
H 1.490 -3.955 0.162
P -0.477 -1.324 1.156
P 2.444 -0.434 2.150
N -2.087 -1.763 0.553
N -0.580 -2.112 2.673
N 1.152 0.027 -1.839
N 3.845 0.493 1.779
C -0.228 0.430 1.621
C 1.147 0.852 2.223
C -2.320 -2.558 -0.587
C -3.642 -2.972 -0.588
C -4.268 -2.365 0.547
C -3.309 -1.620 1.215
C -0.850 -3.483 2.817
C -0.739 -3.796 4.156
C -0.405 -2.591 4.862
C -0.348 -1.572 3.935
C 1.082 -0.707 -3.013
C 1.335 0.140 -4.076
C 1.661 1.413 -3.537
C 1.580 1.281 -2.148
C 4.025 1.583 0.909
C 5.378 1.767 0.697
C 6.079 0.724 1.408
C 5.121 -0.059 2.037
H -1.058 0.680 2.295
H -0.398 1.034 0.714
H 1.552 1.726 1.684
H 0.998 1.121 3.288
H -1.541 -2.719 -1.316
H -4.095 -3.618 -1.324
H -5.310 -2.458 0.821
H -3.385 -0.958 2.061
H -1.125 -4.084 1.965
H -0.888 -4.773 4.587
H -0.232 -2.482 5.919
H -0.165 -0.514 4.041
H 0.886 -1.770 -3.003
H 1.187 -0.143 -5.108
H 1.824 2.319 -4.083
H 1.818 1.963 -1.342
H 3.172 2.149 0.552
H 5.835 2.545 0.098
H 7.142 0.567 1.441
H 5.209 -0.951 2.637
Br 3.622 -1.827 -0.584



# 7
74
Properties=species:S:1:pos:R:3 method="wB97M-V/def2-TZVPD" de_lowest_kj_mol=74.6 energy_ha=-2905.17379 charge=0 orbital_gap_ev=7.194
Pb -2.124 4.228 0.744
C -5.337 -0.654 2.006
C -4.044 -0.438 2.252
C -2.799 -0.865 1.524
C -2.437 -0.053 0.264
C -3.153 -0.347 -1.008
C -4.318 -1.015 -1.157
C -4.958 -1.959 -0.191
C -5.942 -1.348 0.829
C -3.510 4.066 -0.906
H -6.074 -0.348 2.751
H -3.828 0.175 3.134
H -2.774 -1.944 1.313
H -1.989 -0.664 2.253
H -2.625 1.003 0.491
H -1.354 -0.066 0.065
H -2.689 0.100 -1.884
H -4.895 -0.873 -2.074
H -4.213 -2.548 0.337
H -5.536 -2.675 -0.797
H -6.627 -0.660 0.296
H -6.602 -2.150 1.219
H -4.441 4.625 -0.720
H -3.739 2.991 -0.930
H -3.018 4.401 -1.831
P 1.903 0.596 -1.679
P 2.331 0.076 1.635
N 1.361 -0.469 -2.971
N 3.146 1.399 -2.733
N 1.821 -1.623 1.684
N 3.422 0.001 3.084
C 3.074 -0.661 -0.967
C 3.668 -0.194 0.363
C 0.148 -0.317 -3.656
C 0.115 -1.222 -4.710
C 1.351 -1.943 -4.695
C 2.100 -1.458 -3.626
C 3.155 2.779 -2.959
C 4.347 3.126 -3.594
C 5.093 1.914 -3.775
C 4.316 0.877 -3.281
C 0.498 -1.985 1.388
C 0.399 -3.374 1.352
C 1.705 -3.891 1.633
C 2.559 -2.809 1.765
C 4.164 -0.957 3.782
C 4.861 -0.333 4.818
C 4.560 1.066 4.744
C 3.702 1.249 3.670
H 3.898 -0.909 -1.645
H 2.488 -1.579 -0.834
H 4.432 -0.910 0.704
H 4.179 0.771 0.236
H -0.564 0.421 -3.319
H -0.688 -1.354 -5.419
H 1.679 -2.712 -5.375
H 3.072 -1.760 -3.273
H 2.316 3.381 -2.649
H 4.655 4.117 -3.892
H 6.082 1.813 -4.206
H 4.514 -0.187 -3.277
H -0.236 -1.217 1.211
H -0.497 -3.947 1.155
H 1.969 -4.934 1.748
H 3.638 -2.797 1.863
H 4.154 -2.000 3.516
H 5.500 -0.816 5.545
H 4.920 1.842 5.404
H 3.264 2.141 3.250
O -4.817 2.631 3.360
Cl -4.767 3.171 2.036
O -6.000 2.966 1.314
O -4.327 4.593 2.019
O -3.637 2.449 1.275



> What is the charge in the third record?

0



> Which of these has the lowest charge?

C27H34NO7Yb



Copy entry 7 word for word.
74
Properties=species:S:1:pos:R:3 method="wB97M-V/def2-TZVPD" de_lowest_kj_mol=74.6 energy_ha=-2905.17379 charge=0 orbital_gap_ev=7.194
Pb -2.124 4.228 0.744
C -5.337 -0.654 2.006
C -4.044 -0.438 2.252
C -2.799 -0.865 1.524
C -2.437 -0.053 0.264
C -3.153 -0.347 -1.008
C -4.318 -1.015 -1.157
C -4.958 -1.959 -0.191
C -5.942 -1.348 0.829
C -3.510 4.066 -0.906
H -6.074 -0.348 2.751
H -3.828 0.175 3.134
H -2.774 -1.944 1.313
H -1.989 -0.664 2.253
H -2.625 1.003 0.491
H -1.354 -0.066 0.065
H -2.689 0.100 -1.884
H -4.895 -0.873 -2.074
H -4.213 -2.548 0.337
H -5.536 -2.675 -0.797
H -6.627 -0.660 0.296
H -6.602 -2.150 1.219
H -4.441 4.625 -0.720
H -3.739 2.991 -0.930
H -3.018 4.401 -1.831
P 1.903 0.596 -1.679
P 2.331 0.076 1.635
N 1.361 -0.469 -2.971
N 3.146 1.399 -2.733
N 1.821 -1.623 1.684
N 3.422 0.001 3.084
C 3.074 -0.661 -0.967
C 3.668 -0.194 0.363
C 0.148 -0.317 -3.656
C 0.115 -1.222 -4.710
C 1.351 -1.943 -4.695
C 2.100 -1.458 -3.626
C 3.155 2.779 -2.959
C 4.347 3.126 -3.594
C 5.093 1.914 -3.775
C 4.316 0.877 -3.281
C 0.498 -1.985 1.388
C 0.399 -3.374 1.352
C 1.705 -3.891 1.633
C 2.559 -2.809 1.765
C 4.164 -0.957 3.782
C 4.861 -0.333 4.818
C 4.560 1.066 4.744
C 3.702 1.249 3.670
H 3.898 -0.909 -1.645
H 2.488 -1.579 -0.834
H 4.432 -0.910 0.704
H 4.179 0.771 0.236
H -0.564 0.421 -3.319
H -0.688 -1.354 -5.419
H 1.679 -2.712 -5.375
H 3.072 -1.760 -3.273
H 2.316 3.381 -2.649
H 4.655 4.117 -3.892
H 6.082 1.813 -4.206
H 4.514 -0.187 -3.277
H -0.236 -1.217 1.211
H -0.497 -3.947 1.155
H 1.969 -4.934 1.748
H 3.638 -2.797 1.863
H 4.154 -2.000 3.516
H 5.500 -0.816 5.545
H 4.920 1.842 5.404
H 3.264 2.141 3.250
O -4.817 2.631 3.360
Cl -4.767 3.171 2.036
O -6.000 2.966 1.314
O -4.327 4.593 2.019
O -3.637 2.449 1.275